This record from the Open Molecules 2025 dataset describes a cluster of 2 separate species, C2H7NS in total. The level of theory is wB97M-V/def2-TZVPD.

Structure (XYZ):
```
11
Properties=species:S:1:pos:R:3:forces:R:3
C -1.152909 -0.249207 -1.483351 -0.07 0.11 -0.27
N -1.999574 0.583878 -1.064644 -0.11 -0.76 2.24
C -1.554297 1.853421 -0.514678 0.26 0.63 -2.30
H -1.323656 -1.307742 -1.274534 -0.42 -0.10 -1.01
H -0.233476 0.011487 -2.028591 0.38 0.17 0.70
H -2.195422 2.673441 -0.837699 -0.20 -0.04 0.13
H -1.573877 1.807749 0.568311 0.05 -0.20 0.06
H -0.550725 2.078330 -0.906088 0.13 0.18 0.45
S 2.133319 -1.108845 1.388544 0.10 -0.03 -0.01
H 1.375300 -1.871713 0.591366 -0.04 0.03 0.02
H 1.136795 -0.253916 1.638147 -0.08 0.01 -0.02
```
Forces are in eV/Å.

Its total energy is -14511.0902 eV. The HOMO-LUMO gap is 0.3591 Eh. As for the SMILES: C=NC.S. The calculation puts the highest occupied orbital energy at -9.13 eV. As for the relative energy (zero: lowest compared OMol25 entry of this formula, charge and spin): 1.5706 eV. As for the total charge: 0.

Atom charges from the natural (NBO) analysis, given in e for atoms 1 to 8: -0.04, -0.41, -0.43, 0.17, 0.13, 0.20, 0.21, 0.17

This record from the Open Molecules 2025 dataset describes a cluster of 8 separate species, C28H36F4N8O4 in total. The level of theory is wB97M-V/def2-TZVPD.

Structure (XYZ):
```
80
Properties=species:S:1:pos:R:3:forces:R:3
F -4.187961 0.150573 2.120900 -0.07 0.23 0.16
C -4.323818 0.933922 1.025083 0.05 -0.76 0.15
C -3.683084 0.475614 -0.122425 0.62 -1.54 0.62
C -3.743865 1.179922 -1.265285 -1.70 2.92 -1.73
C -4.542307 2.393096 -1.330406 0.22 -0.94 1.44
C -5.218945 2.795916 -0.167599 1.20 -1.82 -0.05
C -5.099062 2.053475 1.051219 0.12 1.29 -1.54
H -3.131694 -0.482459 -0.144649 -0.27 0.67 0.40
H -3.295474 0.862618 -2.194650 0.34 -0.28 0.13
H -4.618758 2.991714 -2.236714 0.01 -0.33 0.13
H -5.870104 3.627482 -0.142015 -0.39 0.92 -0.19
H -5.554719 2.501921 1.914216 -0.12 -0.46 0.45
F -0.118366 -0.037544 -3.681205 -1.14 0.33 -0.21
C 1.021199 -0.623965 -3.350223 0.43 -1.71 1.27
C 2.116680 0.157903 -3.178058 1.57 0.33 -0.19
C 3.360469 -0.458054 -2.908706 0.04 1.38 -0.20
C 3.446174 -1.799633 -2.767525 -0.53 -0.70 0.45
C 2.271861 -2.561961 -2.808231 0.53 -0.79 0.62
C 1.040731 -2.013018 -3.002363 -0.67 1.87 -1.10
H 2.072716 1.235734 -3.252939 -0.19 0.00 -0.23
H 4.279393 0.128485 -2.825448 -0.47 0.10 0.07
H 4.364995 -2.243795 -2.428917 0.27 -0.29 -0.32
H 2.361784 -3.606708 -2.568155 -0.12 -0.29 0.11
H 0.080229 -2.507974 -2.880645 0.39 -0.18 -0.26
F -1.974448 4.258529 0.221977 -0.84 -0.27 0.69
C -1.075277 4.076996 -0.748228 -0.16 1.65 0.50
C 0.235429 4.014665 -0.371155 0.50 -0.80 -1.17
C 1.125695 3.816606 -1.413664 0.53 -0.14 -1.04
C 0.730148 3.832440 -2.787340 0.15 -0.36 1.61
C -0.632845 4.046727 -3.076858 1.47 -0.05 -1.89
C -1.515880 4.227868 -2.042377 -0.24 -1.23 0.03
H 0.593265 3.977165 0.635732 -0.21 0.06 0.51
H 2.147661 3.595804 -1.089798 -0.13 0.26 -0.67
H 1.493833 3.569209 -3.531582 -0.60 0.41 0.15
H -0.937399 4.066578 -4.166749 0.14 -0.03 1.55
H -2.573103 4.208005 -2.180922 -0.54 0.48 -0.23
F 4.678844 2.549826 -0.909690 0.20 -0.10 -0.25
C 4.682068 1.915463 0.278865 -0.46 0.62 1.24
C 5.876427 1.657070 0.938298 0.43 0.04 -1.06
C 5.833864 1.054955 2.182465 -0.72 -0.67 0.18
C 4.574795 0.770872 2.751288 0.36 -1.23 0.77
C 3.371887 0.989562 2.041469 0.62 0.00 2.22
C 3.426460 1.677855 0.868183 0.45 -0.28 -2.27
H 6.861047 1.835265 0.468571 -0.83 0.04 0.10
H 6.800526 0.684105 2.562679 -0.81 0.45 0.39
H 4.518738 0.232309 3.744229 0.12 0.73 -1.30
H 2.438474 0.681698 2.539655 0.37 0.28 -0.58
H 2.562398 1.865067 0.220784 0.13 -0.01 0.51
N 0.911952 -4.671321 1.087093 -0.22 -0.96 0.67
C 2.120359 -4.123930 0.562966 -1.99 0.35 0.87
N 2.468946 -2.882843 0.965946 -1.44 1.14 1.49
O 2.661542 -4.771736 -0.278959 1.68 -0.93 -1.34
H 0.906019 -5.687061 0.874720 -0.03 1.21 0.05
H 0.483865 -4.509640 2.015520 1.02 0.47 -0.78
H 1.733421 -2.278700 1.384793 0.74 -0.71 -0.48
H 3.219153 -2.365255 0.554569 0.22 -0.33 -0.48
N -3.653632 -3.170816 -1.556098 1.89 0.70 -0.98
C -2.381134 -3.053905 -1.052237 0.08 -2.31 0.90
N -1.888289 -4.060933 -0.162202 -0.90 1.82 -1.17
O -1.624542 -2.228421 -1.490251 0.60 0.86 -0.34
H -4.385114 -3.440340 -1.000517 -1.92 -1.02 1.61
H -3.827028 -2.345992 -2.084027 -0.48 0.48 -0.51
H -0.973480 -3.685677 0.074785 0.03 -0.77 0.79
H -2.501806 -4.424427 0.566125 0.45 0.23 -0.32
N -2.329891 -2.285402 5.344129 -0.03 0.54 0.63
C -1.648167 -1.542416 4.432453 -0.54 -1.44 -1.59
N -1.176295 -2.236769 3.328844 -0.41 -0.41 -0.25
O -1.448227 -0.351159 4.446564 0.02 1.20 1.43
H -2.670861 -3.217284 5.231638 0.39 -0.25 -0.50
H -2.750343 -1.794289 6.094966 -0.25 0.51 0.50
H -1.869224 -2.831924 2.851307 0.65 0.45 0.39
H -0.802473 -1.487091 2.738312 0.16 -0.95 -0.65
N -0.923866 1.091118 1.722641 -1.06 -0.28 -0.08
C -0.415055 0.217440 0.779128 0.01 -0.27 0.27
N -0.400436 0.514186 -0.544705 0.94 0.25 -0.83
O 0.016225 -0.873772 1.182578 0.21 0.18 -0.24
H -1.204149 0.507023 2.552466 0.27 1.38 -0.65
H -1.600302 1.829619 1.433944 0.84 -0.99 0.28
H 0.254656 -0.041990 -1.127923 -0.92 0.34 0.84
H -0.572508 1.445799 -0.919663 -0.04 -0.31 0.52
```
Forces are in eV/Å.

Its total energy is -60603.6285 eV. The HOMO-LUMO gap is 0.3406 Eh. As for the SMILES: Fc1ccccc1.Fc1ccccc1.Fc1ccccc1.Fc1ccccc1.NC(N)=O.NC(N)=O.NC(N)=O.NC(N)=O. The calculation puts the highest occupied orbital energy at -8.97 eV. As for the total charge: 0.

Atom charges from the Löwdin analysis, given in e for atoms 1 to 8: 0.05, -0.29, -0.06, -0.08, -0.07, -0.07, 0.00, 0.11

This record from the Open Molecules 2025 dataset describes the molecule C4H6O. The level of theory is wB97M-V/def2-TZVPD.

Structure (XYZ):
```
11
Properties=species:S:1:pos:R:3:forces:R:3
C 2.160601 0.409313 0.550994 -0.42 0.08 -0.19
C 1.058601 0.601704 0.103104 0.48 -0.09 0.16
C -0.316516 0.773844 -0.372717 -0.02 0.06 0.03
C -1.091511 -0.556719 -0.330287 -0.13 0.11 -0.29
O -0.902468 -1.260343 0.871343 0.20 -0.08 0.08
H 3.142413 0.271709 0.947228 -0.16 0.01 -0.09
H -0.311661 1.163674 -1.397708 -0.02 -0.05 0.15
H -0.813915 1.517841 0.259421 0.07 -0.12 -0.04
H -0.813668 -1.170302 -1.200321 0.02 0.07 0.14
H -2.162448 -0.346904 -0.397857 0.13 -0.02 -0.05
H 0.050574 -1.403817 0.966798 -0.17 0.02 0.10
```
Forces are in eV/Å.

Its total energy is -6290.6187 eV. The HOMO-LUMO gap is 0.4087 Eh. As for the SMILES: C#CCCO. The calculation puts the highest occupied orbital energy at -10.13 eV. As for the relative energy (zero: lowest compared OMol25 entry of this formula, charge and spin): 1.2992 eV. As for the total charge: 0.

Atom charges from the natural (NBO) analysis, given in e for atoms 1 to 8: -0.25, -0.02, -0.51, -0.04, -0.71, 0.24, 0.24, 0.24

Please write out number 3 again, unchanged.
This record from the Open Molecules 2025 dataset describes the molecule C4H6O. The level of theory is wB97M-V/def2-TZVPD.

Structure (XYZ):
```
11
Properties=species:S:1:pos:R:3:forces:R:3
C 2.160601 0.409313 0.550994 -0.42 0.08 -0.19
C 1.058601 0.601704 0.103104 0.48 -0.09 0.16
C -0.316516 0.773844 -0.372717 -0.02 0.06 0.03
C -1.091511 -0.556719 -0.330287 -0.13 0.11 -0.29
O -0.902468 -1.260343 0.871343 0.20 -0.08 0.08
H 3.142413 0.271709 0.947228 -0.16 0.01 -0.09
H -0.311661 1.163674 -1.397708 -0.02 -0.05 0.15
H -0.813915 1.517841 0.259421 0.07 -0.12 -0.04
H -0.813668 -1.170302 -1.200321 0.02 0.07 0.14
H -2.162448 -0.346904 -0.397857 0.13 -0.02 -0.05
H 0.050574 -1.403817 0.966798 -0.17 0.02 0.10
```
Forces are in eV/Å.

Its total energy is -6290.6187 eV. The HOMO-LUMO gap is 0.4087 Eh. As for the SMILES: C#CCCO. The calculation puts the highest occupied orbital energy at -10.13 eV. As for the relative energy (zero: lowest compared OMol25 entry of this formula, charge and spin): 1.2992 eV. As for the total charge: 0.

Atom charges from the natural (NBO) analysis, given in e for atoms 1 to 8: -0.25, -0.02, -0.51, -0.04, -0.71, 0.24, 0.24, 0.24

What did the third record say?
This record from the Open Molecules 2025 dataset describes the molecule C4H6O. The level of theory is wB97M-V/def2-TZVPD.

Structure (XYZ):
```
11
Properties=species:S:1:pos:R:3:forces:R:3
C 2.160601 0.409313 0.550994 -0.42 0.08 -0.19
C 1.058601 0.601704 0.103104 0.48 -0.09 0.16
C -0.316516 0.773844 -0.372717 -0.02 0.06 0.03
C -1.091511 -0.556719 -0.330287 -0.13 0.11 -0.29
O -0.902468 -1.260343 0.871343 0.20 -0.08 0.08
H 3.142413 0.271709 0.947228 -0.16 0.01 -0.09
H -0.311661 1.163674 -1.397708 -0.02 -0.05 0.15
H -0.813915 1.517841 0.259421 0.07 -0.12 -0.04
H -0.813668 -1.170302 -1.200321 0.02 0.07 0.14
H -2.162448 -0.346904 -0.397857 0.13 -0.02 -0.05
H 0.050574 -1.403817 0.966798 -0.17 0.02 0.10
```
Forces are in eV/Å.

Its total energy is -6290.6187 eV. The HOMO-LUMO gap is 0.4087 Eh. As for the SMILES: C#CCCO. The calculation puts the highest occupied orbital energy at -10.13 eV. As for the relative energy (zero: lowest compared OMol25 entry of this formula, charge and spin): 1.2992 eV. As for the total charge: 0.

Atom charges from the natural (NBO) analysis, given in e for atoms 1 to 8: -0.25, -0.02, -0.51, -0.04, -0.71, 0.24, 0.24, 0.24

Which of these has the highest highest occupied orbital energy? C28H36F4N8O4